(1)
The following is a quantum chemistry calculation of a molecular structure, C5H8O2, from the Open Molecules 2025 dataset.

Its frontier orbital gap (spin up / spin down) is 0.335 / 0.328 hartree. The relative energy (zero: lowest compared OMol25 entry of this formula, charge and spin) comes out at 134.8 kcal per mole. The multiplicity is 1. Its highest occupied orbital energy (spin up / spin down) is -9.4 / -8.7 eV. The charge is 0.

CARTESIAN COORDINATES (ANGSTROEM)
O  0.049  -1.565  1.362
C  0.886  -0.901  0.415
C  0.179  -0.647  -0.953
C  -0.328  0.592  -0.264
C  -1.251  1.577  -0.663
O  -1.360  -0.138  0.709
C  0.834  0.626  0.694
H  -0.280  -2.380  0.961
H  1.862  -1.387  0.405
H  -0.620  -1.335  -1.237
H  0.888  -0.511  -1.775
H  -1.296  2.543  -0.162
H  -1.849  1.463  -1.565
H  0.548  0.914  1.706
H  1.738  1.147  0.369


(2)
The following is a quantum chemistry calculation of a molecular structure, C5H8O2, from the Open Molecules 2025 dataset.

Its frontier orbital gap is 0.372 hartree. The relative energy (zero: lowest compared OMol25 entry of this formula, charge and spin) comes out at 119.2 kcal per mole. The multiplicity is 1. Its highest occupied orbital energy is -9.3 eV. The charge is 0.

CARTESIAN COORDINATES (ANGSTROEM)
C  -1.391  0.601  0.698
C  0.069  0.291  0.460
O  0.916  0.864  1.441
C  0.498  -1.182  0.254
C  0.957  -0.782  -1.142
O  -0.221  -0.478  -1.897
C  0.687  0.675  -0.913
H  -2.016  0.128  -0.064
H  -1.694  0.236  1.684
H  -1.562  1.684  0.658
H  0.850  1.826  1.347
H  1.331  -1.420  0.919
H  -0.266  -1.963  0.306
H  1.755  -1.246  -1.721
H  -0.012  0.596  -2.121


(3)
The following is a quantum chemistry calculation of a single C5H8O2 molecule, from the Open Molecules 2025 dataset.

Its frontier orbital gap is 0.348 hartree. The relative energy (zero: lowest compared OMol25 entry of this formula, charge and spin) comes out at 64.9 kcal per mole. The multiplicity is 1. Its highest occupied orbital energy is -8.8 eV. The charge is 0.

CARTESIAN COORDINATES (ANGSTROEM)
C  -1.044  -1.403  -0.699
C  -0.419  1.467  0.167
O  -0.415  2.707  0.597
C  0.437  0.594  1.057
C  1.198  -0.366  0.119
C  0.314  -0.814  -1.052
O  0.723  -0.749  -2.189
H  -1.670  -0.636  -0.220
H  -1.522  -1.757  -1.620
H  -0.877  -2.227  0.011
H  -0.963  3.203  -0.035
H  1.101  1.146  1.738
H  -0.268  0.019  1.682
H  2.077  0.142  -0.296
H  1.543  -1.268  0.648


(4)
The following is a quantum chemistry calculation of a single C5H8O2 molecule, from the Open Molecules 2025 dataset.

Its frontier orbital gap is 0.384 hartree. The relative energy (zero: lowest compared OMol25 entry of this formula, charge and spin) comes out at 68.7 kcal per mole. The multiplicity is 1. Its highest occupied orbital energy is -9.9 eV. The charge is 0.

CARTESIAN COORDINATES (ANGSTROEM)
C  -2.893  -0.226  -0.237
C  -1.714  -0.064  -0.056
C  -0.376  -0.678  -0.121
O  0.051  -1.088  1.173
C  0.704  0.121  -0.830
C  1.361  1.176  0.047
O  2.153  0.606  1.061
H  -3.852  -0.588  -0.505
H  -0.594  -1.563  -0.733
H  -0.742  -1.312  1.679
H  1.465  -0.583  -1.181
H  0.244  0.587  -1.711
H  2.029  1.785  -0.569
H  0.587  1.847  0.459
H  1.575  -0.020  1.525


(5)
The following is a quantum chemistry calculation of a single C5H8O2 molecule, from the Open Molecules 2025 dataset.

Its frontier orbital gap is 0.388 hartree. The relative energy (zero: lowest compared OMol25 entry of this formula, charge and spin) comes out at 70.1 kcal per mole. The multiplicity is 1. Its highest occupied orbital energy is -9.6 eV. The charge is 0.

CARTESIAN COORDINATES (ANGSTROEM)
C  0.453  -0.504  1.694
C  0.289  -0.635  0.198
C  0.518  0.757  -0.434
O  -0.056  1.861  0.213
C  -0.394  0.278  -1.609
O  -1.685  0.252  -0.973
C  -0.837  -0.885  -0.820
H  0.669  -1.430  2.230
H  -0.356  0.053  2.168
H  1.354  0.139  1.742
H  1.088  -1.290  -0.183
H  1.600  0.948  -0.377
H  -1.003  1.823  0.001
H  -0.403  0.466  -2.678
H  -1.239  -1.832  -1.171


(6)
The following is a quantum chemistry calculation of 2 unconnected molecules or ions with the total composition C5H8O2, from the Open Molecules 2025 dataset.

Its frontier orbital gap is 0.347 hartree. The relative energy (zero: lowest compared OMol25 entry of this formula, charge and spin) comes out at 48.6 kcal per mole. The multiplicity is 1. Its highest occupied orbital energy is -8.8 eV. The charge is 0.

CARTESIAN COORDINATES (ANGSTROEM)
C  -0.416  -0.156  -1.340
C  0.132  1.093  -0.693
C  1.336  1.199  -0.130
O  2.133  0.096  -0.020
H  -0.059  -0.288  -2.379
H  -0.127  -1.045  -0.775
H  -1.510  -0.157  -1.391
H  -0.485  1.984  -0.683
H  1.706  2.094  0.388
H  2.990  0.343  0.340
C  -0.529  -0.592  2.160
C  -1.298  -1.660  2.170
O  -1.971  -2.611  2.187
H  0.405  -0.647  1.615
H  -0.962  0.395  2.250


(7)
The following is a quantum chemistry calculation of a single C5H8O2 molecule, from the Open Molecules 2025 dataset.

Its frontier orbital gap is 0.344 hartree. The relative energy (zero: lowest compared OMol25 entry of this formula, charge and spin) comes out at 18.1 kcal per mole. The multiplicity is 1. Its highest occupied orbital energy is -9.8 eV. The charge is 0.

CARTESIAN COORDINATES (ANGSTROEM)
C  -2.212  0.095  -0.659
C  -1.063  -0.400  0.212
C  0.237  0.362  -0.038
C  1.397  -0.220  0.725
O  1.298  -0.908  1.718
C  2.810  0.066  0.202
O  3.029  0.733  -0.777
H  -2.422  1.156  -0.482
H  -3.127  -0.469  -0.449
H  -1.983  -0.028  -1.724
H  -0.888  -1.466  0.023
H  -1.326  -0.321  1.273
H  0.501  0.398  -1.102
H  0.141  1.414  0.272
H  3.608  -0.411  0.806


(8)
The following is a quantum chemistry calculation of a single C5H8O2 molecule, from the Open Molecules 2025 dataset.

Its frontier orbital gap is 0.394 hartree. The relative energy (zero: lowest compared OMol25 entry of this formula, charge and spin) comes out at 51.9 kcal per mole. The multiplicity is 1. Its highest occupied orbital energy is -9.8 eV. The charge is 0.

CARTESIAN COORDINATES (ANGSTROEM)
C  -0.943  -1.218  -1.315
C  -0.731  -0.682  0.075
O  -1.918  -0.592  0.775
O  0.367  -1.206  0.830
C  0.410  0.144  0.405
C  0.770  1.419  1.052
C  1.499  0.921  -0.205
H  -1.890  -0.833  -1.699
H  -0.135  -0.885  -1.975
H  -0.984  -2.311  -1.305
H  -1.694  -0.406  1.699
H  1.337  1.418  1.980
H  0.065  2.240  0.935
H  1.336  1.425  -1.155
H  2.509  0.547  -0.054


(9)
The following is a quantum chemistry calculation of a molecular structure, C5H8O2, from the Open Molecules 2025 dataset.

Its frontier orbital gap is 0.286 hartree. The relative energy (zero: lowest compared OMol25 entry of this formula, charge and spin) comes out at 86.3 kcal per mole. The multiplicity is 1. Its highest occupied orbital energy is -7.0 eV. The charge is 0.

CARTESIAN COORDINATES (ANGSTROEM)
C  0.390  0.209  1.477
C  -0.028  1.175  -1.008
C  0.959  -1.118  0.611
C  -0.414  1.091  0.478
C  -0.469  -0.225  -1.006
O  0.173  -1.304  -0.574
O  -1.679  -0.461  -1.678
H  -0.153  0.070  2.422
H  1.316  0.675  1.736
H  -0.722  1.851  -1.606
H  0.998  1.325  -1.227
H  1.888  -0.938  0.173
H  0.980  -2.113  1.126
H  -1.397  1.191  0.598
H  -1.842  -1.428  -1.522


(10)
The following is a quantum chemistry calculation of a single C5H8O2 molecule, from the Open Molecules 2025 dataset.

Its frontier orbital gap (spin up / spin down) is 0.267 / 0.266 hartree. The relative energy (zero: lowest compared OMol25 entry of this formula, charge and spin) comes out at 129.5 kcal per mole. The multiplicity is 1. Its highest occupied orbital energy (spin up / spin down) is -7.8 / -7.7 eV. The charge is 0.

CARTESIAN COORDINATES (ANGSTROEM)
O  -2.457  1.063  0.176
C  -2.229  -0.274  0.541
C  -1.031  -0.819  -0.213
O  0.056  0.062  0.172
C  1.129  0.052  -0.594
C  2.399  0.451  -0.237
C  2.994  1.483  0.458
H  -1.646  1.550  0.388
H  -3.145  -0.833  0.314
H  -2.035  -0.383  1.617
H  -1.177  -0.771  -1.298
H  -0.786  -1.857  0.062
H  0.997  -0.446  -1.555
H  2.942  -0.434  -0.657
H  3.989  1.157  0.825


(11)
The following is a quantum chemistry calculation of a single C5H8O2 molecule, from the Open Molecules 2025 dataset.

Its frontier orbital gap is 0.365 hartree. The relative energy (zero: lowest compared OMol25 entry of this formula, charge and spin) comes out at 47.0 kcal per mole. The multiplicity is 1. Its highest occupied orbital energy is -9.3 eV. The charge is 0.

CARTESIAN COORDINATES (ANGSTROEM)
C  -0.199  -0.539  1.492
C  -0.933  -0.355  0.168
O  -1.045  -1.644  -0.414
C  -0.217  0.630  -0.758
C  1.277  0.342  -1.096
C  0.884  1.428  -0.192
O  1.213  2.311  0.551
H  -0.841  -1.023  2.229
H  0.681  -1.174  1.342
H  0.126  0.422  1.899
H  -1.933  0.057  0.369
H  -1.529  -1.565  -1.246
H  -0.823  1.065  -1.554
H  1.639  0.631  -2.079
H  1.698  -0.586  -0.710


(12)
The following is a quantum chemistry calculation of a single C5H8O2 molecule, from the Open Molecules 2025 dataset.

Its frontier orbital gap is 0.374 hartree. The relative energy (zero: lowest compared OMol25 entry of this formula, charge and spin) comes out at 30.1 kcal per mole. The multiplicity is 1. Its highest occupied orbital energy is -9.5 eV. The charge is 0.

CARTESIAN COORDINATES (ANGSTROEM)
O  3.053  0.478  0.653
C  1.884  0.240  0.509
C  0.883  -0.632  1.273
C  -0.051  -0.524  0.033
C  -1.516  -0.150  0.271
O  -1.853  0.935  -0.575
C  0.857  0.586  -0.559
H  0.487  -0.116  2.158
H  1.244  -1.622  1.569
H  0.019  -1.436  -0.568
H  -1.664  0.120  1.328
H  -2.161  -1.016  0.061
H  -2.741  1.233  -0.345
H  0.426  1.580  -0.406
H  1.173  0.503  -1.603